# 1
A structure of composition C44H41BrCaF4O5P2Se2Si. Source: the Open Molecules 2025 dataset; level of theory: wB97M-V/def2-TZVPD.

Calculated values
* E_LUMO: 3.76 eV
* frontier orbital gap: 5.895 eV
* E_HOMO: -2.131 eV
* total charge: -2
* ΔE to the lowest compared entry with this formula, charge and spin: 118.22 kJ/mol
* strongest force on any atom: 0.9 eV Å⁻¹

Geometry as XYZ:
```
101
C44H41BrCaF4O5P2Se2Si wB97M-V/def2-TZVPD
H -5.53 -2.28 -0.79
C 3.93 2.10 -0.68
H -5.75 -1.52 -3.14
C 0.27 3.53 2.50
C -0.89 -5.17 -2.73
C 1.41 -4.95 -4.18
H 0.18 4.41 1.86
C -0.11 -4.04 -2.52
O 2.41 -1.90 3.51
H 1.78 -3.95 -0.18
C -2.41 -2.08 -3.04
C 0.04 -2.22 4.02
C 1.33 -5.34 1.38
F 0.95 -7.01 -5.22
H -2.78 3.97 -0.58
C -2.17 4.09 0.33
C -4.72 2.85 1.96
C 1.06 -3.95 -3.27
C 5.28 3.22 -3.48
H -1.21 4.52 0.00
P 2.93 2.59 -2.14
C -1.86 3.94 3.70
H -3.73 -1.37 -4.57
C 0.32 -5.94 2.14
C -3.75 1.79 1.43
C -4.66 -2.24 -1.44
C 5.13 1.51 1.76
O 0.02 -2.45 5.20
H -1.53 -2.00 -3.67
O 1.37 -0.72 0.98
C -0.65 -1.71 1.79
H -0.22 0.95 3.25
Br 2.22 -2.48 -3.14
H 7.10 3.63 -4.55
C -1.00 -5.63 1.88
H 4.49 6.97 -3.93
H -1.79 -6.06 2.48
C -1.15 -2.25 3.06
C -3.84 0.56 2.33
F -2.03 -5.36 -2.05
C 4.72 5.92 -3.80
H -3.66 0.81 3.38
H 6.60 6.04 -4.82
C 0.61 -6.06 -4.35
H 2.37 -5.55 1.58
H -4.48 3.16 2.97
C -3.42 -2.58 -0.93
C 4.35 0.56 1.12
Se 2.59 0.89 -3.41
Ca -0.28 0.31 -0.12
H -4.85 0.12 2.28
H 5.92 3.51 1.68
C 4.10 3.74 -2.96
H -5.29 1.02 0.09
H -1.25 4.29 4.55
C 0.71 -1.34 1.88
Si -1.90 2.39 1.17
C -3.65 -1.73 -3.55
C 6.18 4.04 -4.14
H -5.75 2.45 1.98
H -2.15 4.82 3.12
O -1.37 -1.57 0.71
C 4.71 3.06 -0.03
C -1.09 2.91 2.88
O -2.26 -2.68 3.31
C -2.28 -2.53 -1.73
H 0.92 2.83 1.97
H -2.78 3.51 4.12
H 0.58 -6.62 2.93
C -4.78 -1.81 -2.75
H -3.33 -2.83 0.12
H -4.20 2.18 -0.69
C 1.24 -1.81 3.18
H -2.37 -4.47 0.73
H 5.48 2.16 -3.38
C -0.55 -6.17 -3.62
C 3.82 5.09 -3.13
C 0.99 -4.44 0.38
C -1.33 -4.72 0.88
H 5.57 1.29 2.73
F -1.34 -7.24 -3.79
C -0.34 -4.12 0.12
C 5.32 2.76 1.18
F 2.53 -4.88 -4.91
H 0.80 3.83 3.42
P -0.55 -2.81 -1.14
C 3.77 0.85 -0.10
H 2.89 5.48 -2.73
H 4.17 -0.41 1.58
C -0.81 1.70 3.77
H -1.72 1.22 4.12
H -2.66 4.82 0.97
Se 1.19 3.61 -1.42
C 5.90 5.40 -4.30
H -4.74 3.75 1.33
C -4.24 1.37 0.03
H -3.66 0.53 -0.37
H 3.17 0.10 -0.60
H -0.23 2.01 4.65
H -3.14 -0.23 2.05
H 4.83 4.04 -0.46
```

# 2
A structure of composition C44H41N2OP2Pd in a non-equilibrium geometry. Source: the Open Molecules 2025 dataset; level of theory: wB97M-V/def2-TZVPD.

Calculated values
* expectation value of S²: 2.023
* E_LUMO (spin up / spin down): -2.30 / -3.60 eV
* frontier orbital gap (spin up / spin down): 5.348 / 6.382 eV
* 2S+1: 3
* E_HOMO (spin up / spin down): -7.647 / -9.979 eV
* total charge: +1
* ΔE to the lowest compared entry with this formula, charge and spin: 1308.82 kJ/mol
* strongest force on any atom: 11.1 eV Å⁻¹

Geometry as XYZ:
```
91
C44H41N2OP2Pd wB97M-V/def2-TZVPD
H 0.38 -3.53 5.20
H 5.13 2.43 -0.59
H 1.90 -3.98 -0.08
C -0.77 1.42 -2.36
C 1.48 0.33 -3.66
P -2.21 1.14 -0.02
C 4.70 -4.42 1.73
H -1.02 -1.05 -1.43
H -7.25 3.79 1.80
C -4.86 3.66 2.04
H -1.07 3.11 1.12
C -1.64 2.21 -4.41
C -1.79 -1.57 -0.46
H 1.44 0.37 -6.20
C 2.71 -3.72 0.55
H 5.34 -5.18 2.06
H -0.02 1.72 -6.43
H 0.41 -3.50 3.38
H -2.68 -4.51 1.36
C -1.74 -0.36 3.79
H 2.11 2.83 -5.39
H -4.89 0.58 -0.16
H 3.48 -2.44 -1.71
P 1.71 -1.11 0.22
C 2.89 -1.65 -2.28
C -3.39 -1.17 1.29
C 2.42 1.04 1.91
H 3.30 2.54 3.25
C 2.62 0.54 0.61
N -0.70 -1.08 3.38
C -2.36 -0.69 0.32
H 2.92 -0.38 -5.23
H 0.22 1.83 0.68
C -0.57 1.59 -3.69
C 4.17 -2.06 1.56
H -3.70 2.91 -4.32
C -1.70 -2.95 -0.13
H -7.03 1.85 0.39
C 3.21 2.14 2.24
H 4.69 3.62 1.74
H -4.01 2.08 -1.96
C 5.04 -3.11 1.93
H -3.76 -0.65 2.14
C 3.18 -1.53 -3.70
C 0.82 1.29 -4.49
H 3.37 -5.73 0.72
H -0.93 -1.81 6.44
C -5.02 1.55 0.36
C -1.90 1.53 -1.72
C -2.79 2.38 -3.77
C -6.18 2.17 0.80
C 1.69 2.54 -4.48
C 4.16 2.78 1.44
C -0.31 -1.78 4.41
H 6.07 -3.08 2.39
H 3.98 -2.23 -3.94
C 3.54 1.17 -0.19
C 1.87 -0.78 -1.54
C -0.83 2.04 1.01
H -4.63 -2.95 1.61
H -0.29 0.23 -5.68
C 3.54 -4.71 1.02
C 0.54 -2.93 4.35
Pd -0.29 -1.34 1.11
H -1.59 -3.68 -1.01
H 1.66 -2.74 4.36
C -3.68 2.06 0.62
H -2.53 3.54 1.81
C -3.01 2.01 -2.42
C -3.70 -2.41 1.33
C -3.64 3.21 1.56
O 0.38 0.91 -1.56
C 1.25 0.07 -2.25
H 2.62 2.43 -3.33
C 2.98 -2.36 0.80
N -1.13 -1.54 5.48
H -0.73 1.53 1.94
H -2.73 -0.12 5.67
H -1.17 2.50 -5.52
C 2.47 -0.53 -4.27
H -2.21 0.34 3.13
C -2.00 -0.52 5.11
C 0.53 0.94 -5.94
H 1.62 0.65 2.53
H 4.49 -0.96 1.71
C -6.14 3.26 1.73
C 4.33 2.30 0.21
C -2.89 -3.47 0.61
H -4.74 4.66 2.60
H 1.15 3.71 -4.06
H 3.70 0.79 -1.14
```

# 3
A structure of composition C44H41N4OP2Ti in a non-equilibrium geometry. Source: the Open Molecules 2025 dataset; level of theory: wB97M-V/def2-TZVPD.

Calculated values
* expectation value of S²: 2.013
* E_LUMO (spin up / spin down): -2.13 / -2.36 eV
* frontier orbital gap (spin up / spin down): 6.498 / 8.736 eV
* 2S+1: 3
* E_HOMO (spin up / spin down): -8.626 / -11.093 eV
* total charge: +1
* ΔE to the lowest compared entry with this formula, charge and spin: 37.39 kJ/mol
* strongest force on any atom: 1.9 eV Å⁻¹

Geometry as XYZ:
```
93
C44H41N4OP2Ti wB97M-V/def2-TZVPD
C -3.84 -2.19 -2.37
C 3.69 -0.64 0.51
H -1.96 1.24 -2.09
C 3.39 1.66 -2.54
C -3.26 -3.38 -0.36
O 2.92 3.68 2.02
C 5.57 0.80 0.49
H 5.08 2.84 1.09
C -2.68 -2.22 0.15
H 0.47 -4.63 -0.35
H -3.28 -0.13 -2.44
H -0.47 3.30 2.51
C 4.39 -0.82 -3.27
H 0.99 3.43 3.45
H -0.70 0.67 -6.41
C 5.04 -0.45 0.30
C -1.14 -1.91 -4.26
H -2.19 2.21 2.53
H 2.29 -3.86 3.46
C -0.09 0.66 -4.36
H -4.29 -4.26 -2.03
H -6.33 2.03 3.55
H -1.56 -2.91 -4.21
C -2.02 1.74 -1.13
H 6.63 0.98 0.34
C -3.37 0.93 1.28
N -0.25 0.40 3.08
H -1.21 3.71 -1.46
H -4.86 -0.21 0.22
H 1.29 2.89 -1.15
H -1.28 0.82 6.78
N 0.87 -1.71 1.28
H 6.18 0.24 -3.84
C 3.40 1.56 1.08
H 5.65 -1.29 -0.02
C 5.18 0.32 -3.43
H 4.77 -1.79 -3.56
C -5.72 0.87 1.85
C -3.17 1.81 2.34
C 2.59 0.53 -2.38
P 0.88 0.59 -1.70
C -0.57 -1.34 -3.13
H 0.35 1.65 -4.44
H -2.25 -2.25 1.15
C -4.67 0.47 1.04
H 1.60 -5.51 1.71
C 0.78 -3.97 0.45
H 3.02 2.63 -2.25
H 0.50 2.77 -2.71
C -0.67 0.10 -5.49
H -6.72 0.50 1.65
H -4.05 2.90 3.97
H 3.23 -1.60 0.33
H -4.29 -2.16 -3.35
H 5.29 2.44 -3.17
C -0.04 -0.05 -3.16
N 2.87 0.34 0.89
N 1.18 2.15 1.78
C 0.39 2.73 2.87
P -1.96 0.45 0.20
C -1.20 -1.19 -5.45
H -1.65 -1.63 -6.33
C 0.48 2.39 -1.68
C -1.01 0.70 5.74
H 1.81 -1.47 3.11
C -0.84 -0.59 3.76
H -0.56 -1.91 -2.22
C -2.67 -1.04 -0.58
Ti 0.65 0.33 1.07
C 3.11 -0.71 -2.75
H 0.07 -2.22 -0.55
C 1.40 -4.45 1.59
C -3.26 -1.04 -1.84
C 4.68 1.55 -3.06
H 2.51 -1.61 -2.64
C 1.78 -3.54 2.56
C -1.25 -0.48 5.07
C 0.54 -2.62 0.33
C -4.23 2.22 3.16
C 4.73 1.83 0.90
H -2.99 2.22 -1.09
H -0.68 3.01 0.04
C 2.46 2.62 1.66
C -5.51 1.73 2.92
C -0.43 1.75 5.05
H -0.25 2.71 5.52
C 1.51 -2.20 2.37
H -1.73 -1.33 5.56
H -3.26 -4.29 0.23
C -0.88 2.78 -1.01
C -0.11 1.58 3.72
H -0.99 -1.51 3.21
C -3.83 -3.36 -1.62
```

# 4
A structure of composition C44H41N4OPSSbSe4SiTc in a non-equilibrium geometry. Source: the Open Molecules 2025 dataset; level of theory: wB97M-V/def2-TZVPD.

Calculated values
* E_LUMO: -6.34 eV
* frontier orbital gap: 6.170 eV
* E_HOMO: -12.507 eV
* total charge: +2
* ΔE to the lowest compared entry with this formula, charge and spin: 6.58 kJ/mol
* strongest force on any atom: 1.0 eV Å⁻¹

Geometry as XYZ:
```
99
C44H41N4OPSSbSe4SiTc wB97M-V/def2-TZVPD
Se 0.29 -1.66 -2.87
C -2.50 -3.18 -0.18
O 1.81 -0.54 0.32
C -2.20 -1.85 -0.43
C -4.36 -3.03 -1.71
H 4.65 0.12 2.44
C 0.30 4.68 1.73
H 6.67 -1.56 0.99
H 0.51 -3.29 0.44
Se 1.18 -0.01 -6.21
C 3.05 -4.84 -2.00
H 0.17 6.61 2.71
S -1.17 -0.81 3.88
C 5.66 -1.98 1.06
H 2.18 -0.46 5.55
C -3.60 0.75 -5.45
C 0.64 3.95 0.59
N -0.33 0.21 1.72
H 4.75 -1.44 -1.61
H 4.26 0.22 -1.25
C -4.07 -1.70 -1.95
H -1.95 3.01 0.08
H 1.46 -6.15 -2.59
H 1.55 6.52 -1.36
H -5.20 -3.50 -2.21
H 4.46 -3.45 -1.22
H -1.35 -1.37 0.04
C 2.26 -1.28 4.85
Se -0.20 0.62 -3.10
C 1.24 -3.72 -0.25
C 3.43 -3.79 -1.17
C -5.51 1.86 1.02
C 1.76 -5.33 -1.96
C 2.44 -1.03 3.50
H -5.23 0.30 -0.41
H -3.51 0.11 -6.31
H 2.28 -4.67 4.77
N -0.99 1.01 -1.44
C -0.95 0.87 3.84
H 2.63 -4.23 2.38
C 1.20 5.98 -0.49
H 5.73 0.76 1.21
H -0.51 -1.88 1.78
H -5.52 3.52 2.38
C 0.42 6.06 1.81
H -4.74 3.82 -4.57
H 2.06 -2.79 6.36
N -0.14 3.74 2.66
H -2.73 -0.68 -4.12
H -4.69 -1.13 -2.62
P -2.63 0.65 -1.51
C -3.17 0.31 -4.21
C 0.85 -4.77 -1.07
C 0.88 6.70 0.67
C -0.62 -0.93 2.28
H -3.23 4.25 1.79
C -3.30 1.14 -3.09
H -3.81 -4.81 -0.64
C 2.58 -2.08 2.58
H -3.96 3.05 -2.36
H 5.49 -2.24 2.10
H -6.52 1.56 1.26
C 4.91 -0.61 -0.92
C -3.58 -3.77 -0.83
C 2.52 -3.39 3.06
Se 1.81 1.51 -2.35
C -3.66 3.37 1.33
C 1.09 4.61 -0.55
C -4.17 2.01 -5.57
H -1.15 1.48 4.70
H 2.49 -0.01 3.15
H -1.90 -3.76 0.50
C -3.48 1.56 -0.24
H 1.34 4.07 -1.45
C -3.86 2.41 -3.22
C -2.98 -1.10 -1.31
H 4.00 1.06 1.09
H 5.94 -0.28 -1.03
H 0.99 7.77 0.68
H -0.43 3.93 3.61
C -0.08 2.53 2.09
H -4.52 2.35 -6.54
Sb 2.35 -1.03 -4.48
C 2.53 -3.20 -0.29
C -2.92 2.67 0.38
C -4.94 2.96 1.65
H -0.16 -5.16 -1.01
C 4.75 0.32 1.38
C -0.49 1.25 2.62
C 2.32 -3.65 4.42
C -4.79 1.16 0.07
H 5.67 -2.91 0.48
Si 2.91 -1.70 0.78
Tc 0.64 0.79 -0.16
C 4.63 -0.97 0.54
N 0.39 2.60 0.85
C -4.30 2.84 -4.47
C 2.20 -2.59 5.31
H 3.78 -5.29 -2.67
```

# 5
A structure of composition C44H42BiN10O6S. Source: the Open Molecules 2025 dataset; level of theory: wB97M-V/def2-TZVPD.

Calculated values
* E_LUMO: -2.47 eV
* frontier orbital gap: 7.617 eV
* E_HOMO: -10.089 eV
* total charge: +1
* ΔE to the lowest compared entry with this formula, charge and spin: 71.34 kJ/mol
* strongest force on any atom: 0.8 eV Å⁻¹

Geometry as XYZ:
```
104
C44H42BiN10O6S wB97M-V/def2-TZVPD
H 5.65 -0.99 1.62
C 0.89 2.41 -2.72
H -7.47 1.17 0.61
Bi -0.72 0.58 0.27
H 3.71 1.82 5.36
N 0.10 3.25 3.38
O -0.41 0.50 -2.07
H -3.71 -4.24 -1.31
H -2.56 4.64 2.29
N -1.99 -1.88 -0.18
N 2.15 2.69 4.29
N 1.40 1.66 2.31
C 3.30 1.79 4.35
C -4.92 0.06 2.53
H 0.25 1.38 -6.40
H 0.82 -5.33 3.52
C -6.47 0.93 0.92
C 3.94 -1.27 -2.50
C -1.71 -2.96 0.45
C 0.41 1.65 -5.36
H 3.80 -1.76 -4.58
H -2.12 2.93 1.06
C -0.47 -3.27 1.19
H -0.86 -2.50 -2.33
C -2.63 -2.34 -5.21
C -3.89 -2.06 -4.68
O 4.13 -2.39 1.51
H 3.12 4.57 4.28
C 5.10 -1.54 0.86
N -1.78 4.43 2.89
C 1.89 -3.84 2.42
H -4.60 -3.53 0.06
H 0.05 3.83 4.19
O 1.63 3.13 -7.30
C -4.05 -1.95 -3.31
C 1.26 2.49 3.26
C -2.31 -0.49 3.25
H -3.95 -1.37 -0.70
C 0.08 1.25 -2.97
S -2.86 1.34 -0.79
C 6.38 -0.11 -3.14
H 5.97 -0.72 -5.16
H 2.33 1.26 2.24
H 6.51 0.38 -1.06
H 2.09 3.98 -3.58
C -6.23 0.36 2.14
C 5.92 -0.09 -1.83
H -1.42 5.18 3.44
C 2.94 -2.08 0.97
H 2.98 -1.71 -2.25
C -3.81 0.34 1.68
C 4.24 -0.64 -0.07
H -0.18 -0.55 2.97
C 4.40 -1.29 -3.81
H -3.12 -1.23 5.10
H 4.25 0.40 0.27
H -0.57 -2.73 -4.76
H -7.05 0.12 2.81
C -4.64 -0.53 3.79
C 0.76 -4.56 2.76
C -1.71 -2.39 -2.98
C -0.99 3.36 2.54
C -0.15 0.94 -4.35
H -0.71 -0.12 4.59
N -2.53 0.04 2.06
H 2.84 3.85 5.87
N -1.33 2.57 1.58
C 1.09 2.94 -1.41
H 1.76 3.82 -1.39
O -2.61 -3.95 0.40
O 2.58 4.44 -5.87
H -2.50 -2.43 -6.28
H 5.79 -2.17 0.30
H -0.83 -1.79 4.07
H -1.34 -4.85 2.37
N 2.88 -1.15 0.12
C -2.97 -2.12 -2.45
C 2.41 3.99 4.88
N 0.60 -2.57 0.85
C 4.70 -0.67 -1.51
H 2.99 0.77 4.14
C 1.25 2.74 -5.07
C -0.44 -4.29 2.13
C -1.55 -2.51 -4.36
C -3.36 -0.79 4.14
H -0.80 0.09 -4.55
C 1.47 3.12 -3.78
C -0.91 -0.76 3.73
C -5.39 1.23 0.07
C 5.62 -0.71 -4.14
H 7.33 0.35 -3.39
C 1.77 -2.86 1.43
C -3.21 -2.12 -0.96
C -3.66 -3.53 -0.49
H 4.09 2.08 3.65
H -5.58 1.68 -0.89
C -4.08 0.94 0.41
H -5.03 -1.73 -2.90
H -4.74 -1.93 -5.34
H -5.47 -0.76 4.45
H 2.85 -4.03 2.87
O 0.60 2.59 -0.33
H 1.51 4.59 5.01
N 1.85 3.49 -6.16
```